Below is a cluster of 3 separate species, C4H14O2S in total, with properties calculated with the ωB97M-V functional and the def2-TZVPD basis.

```
21
Properties=species:S:1:pos:R:3
C -0.42432 2.39332 -0.32325
C -0.23211 0.97568 0.24894
C -1.50241 0.14164 -0.00938
C -1.19162 -1.34207 0.21761
S -2.68413 -2.35355 0.25533
H 0.22495 3.16452 0.08231
H -0.28673 2.40179 -1.39987
H -1.42627 2.71665 -0.03564
H -0.01028 1.03769 1.31946
H 0.63938 0.56047 -0.26286
H -1.83263 0.22244 -1.05395
H -2.22276 0.59260 0.65806
H -0.69241 -1.42188 1.18650
H -0.49684 -1.69705 -0.54101
H -3.08254 -2.14884 -1.03782
H 2.99328 1.23099 0.60627
H 3.41109 -0.08304 0.01264
O 3.43813 0.85747 -0.16634
H 2.63500 -2.46578 0.01482
H 1.01569 -2.14086 -0.07767
O 1.72756 -2.64220 0.30585
```

Calculated values
E_LUMO in eV: 0.483
Structure (SMILES): CCCCS.O.O
Multiplicity: 1
Electronic energy in eV: -19304.857
Relative energy (zero: lowest compared OMol25 entry of this formula, charge and spin) in kJ/mol: 66.33
Orbital gap in eV: 9.645
HOMO energy in hartree: -0.33668

These are the Löwdin partial charges, in e, on atoms 1 to 5:
1 C -0.111
2 C -0.276
3 C -0.289
4 C -0.620
5 S 0.704



Below is a cluster of 2 separate species, C33H26N2O3PS in total, with properties calculated with the ωB97M-V functional and the def2-TZVPD basis.

```
66
Properties=species:S:1:pos:R:3
C -1.41436 5.42480 -2.12975
C -1.86630 4.37171 -2.93870
C -2.13897 3.11583 -2.37518
C -1.93498 2.90236 -1.00753
P -2.20369 1.25868 -0.27387
C -3.85089 0.80289 -0.88214
C -4.10716 -0.28550 -1.72425
C -5.43220 -0.59445 -2.09070
C -6.50648 0.15643 -1.59366
C -6.25174 1.23573 -0.73473
C -4.93648 1.54564 -0.37316
N -1.09833 0.24103 -1.05761
C 0.17088 0.40947 -1.14509
C 1.03398 -0.31581 -2.08849
C 2.25783 0.25058 -2.52761
C 3.05970 -0.43624 -3.44425
C 2.64446 -1.68156 -3.94627
C 1.41266 -2.22473 -3.54658
C 0.59687 -1.53430 -2.63825
O -2.15637 1.28034 1.20669
C -1.49077 3.95647 -0.19346
C -1.22576 5.21199 -0.75608
H -1.20341 6.40629 -2.56697
H -2.00644 4.52719 -4.01287
H -2.51539 2.30808 -3.00898
H -3.27977 -0.89504 -2.09722
H -5.62897 -1.42742 -2.77315
H -7.53677 -0.08538 -1.87386
H -7.07919 1.83715 -0.34736
H -4.74712 2.37073 0.31771
H 0.69831 1.21849 -0.59674
H 2.52572 1.25198 -2.17756
H 4.00206 0.00646 -3.78075
H 3.28440 -2.23017 -4.64390
H 1.07804 -3.18298 -3.94996
H -0.40014 -1.89634 -2.36998
H -1.35762 3.79131 0.87884
H -0.86693 6.02851 -0.12199
C -1.95454 -3.95114 4.24723
C -2.01208 -3.34146 2.98828
C -1.04862 -2.39785 2.60973
C 0.00266 -2.07935 3.47477
S 1.20295 -0.82461 2.93626
C 2.43022 -1.71433 2.13208
C 3.67343 -1.16877 1.72444
C 4.72963 -2.02467 1.25657
C 5.91145 -1.50254 0.75060
C 6.10883 -0.10894 0.71958
C 7.29760 0.48000 0.15666
N 8.24491 1.00346 -0.29777
C 5.12477 0.74277 1.24747
C 3.95044 0.23185 1.76259
O 0.50680 0.06606 2.03988
O 1.68169 -0.30275 4.20414
C 0.06163 -2.68349 4.74322
C -0.91943 -3.60975 5.12669
H -2.72162 -4.67329 4.54624
H -2.82404 -3.58339 2.29959
H -1.12980 -1.88708 1.65098
H 2.35628 -2.78112 2.31251
H 4.57980 -3.10290 1.33254
H 6.69776 -2.16127 0.37301
H 5.30749 1.82117 1.24758
H 3.25175 0.92261 2.22976
H 0.85350 -2.42870 5.44768
H -0.89217 -4.06075 6.12308
```

Calculated values
Charge: -1
E_LUMO in eV: 1.942
Multiplicity: 1
Electronic energy in eV: -63890.989
Orbital gap in eV: 5.296
HOMO energy in hartree: -0.12326

These are the Löwdin partial charges, in e, on atoms 1 to 5:
1 C -0.095
2 C -0.090
3 C -0.082
4 C -0.273
5 P 0.648



Below is a structure of composition C30H20ClN2O6PSr, with properties calculated with the ωB97M-V functional and the def2-TZVPD basis.

```
61
Properties=species:S:1:pos:R:3
Sr -2.15477 0.02332 -0.42903
O -2.39257 -1.23248 -2.26813
C -1.56837 -1.97448 -1.70993
O -1.53297 -2.15128 -0.47783
C -0.38517 -2.42048 -2.53483
C -0.27987 -3.54528 -3.33553
C 0.86293 -3.74048 -4.09753
C 1.89693 -2.81848 -4.05873
C 1.80013 -1.70158 -3.24793
C 0.65923 -1.49558 -2.48033
P 0.48913 0.01862 -1.45763
C 1.85173 -0.28948 -0.26953
C 2.98543 0.47122 -0.01263
C 3.91363 0.04572 0.92607
C 3.70613 -1.11698 1.64517
C 2.54023 -1.84318 1.44787
C 1.62213 -1.43468 0.50097
C 0.85443 1.20782 -2.79673
C -0.14257 1.21922 -3.77633
C -0.01887 2.02272 -4.89243
C 1.08923 2.84402 -5.04083
C 2.06053 2.86202 -4.05793
C 1.94973 2.04742 -2.94243
H -1.08127 -4.26848 -3.36533
H 0.94353 -4.61638 -4.72463
H 2.77533 -2.96378 -4.66923
H 2.60303 -0.97838 -3.20723
H 3.16203 1.40282 -0.52333
H 4.80823 0.62862 1.08897
H 4.44223 -1.45018 2.36247
H 2.35323 -2.73368 2.02927
H 0.70923 -2.00038 0.34347
H -1.01697 0.58662 -3.65003
H -0.78407 2.01212 -5.65283
H 1.19093 3.47162 -5.91373
H 2.91863 3.50952 -4.15583
H 2.72813 2.07832 -2.19993
O -4.48647 4.50402 2.11497
C -3.89767 3.91872 3.13137
O -3.98437 4.33732 4.26027
C -3.10357 2.68542 2.84987
C -2.57317 1.85192 3.83017
Cl -2.75137 1.96942 5.50507
N -1.92707 0.83282 3.21417
N -2.01717 0.97482 1.88237
C -2.69587 2.08242 1.64087
C -2.89707 2.51772 0.20857
O -3.85827 3.24902 -0.04363
O -2.06137 2.07202 -0.59953
C -1.23127 -0.25598 3.78097
C -1.28557 -1.48838 3.13847
C -0.61417 -2.57288 3.67237
C 0.10253 -2.43748 4.84997
C 0.15673 -1.20838 5.48647
C -0.49717 -0.11058 4.95457
H -4.31437 4.06392 1.21837
H -1.85827 -1.59498 2.22637
H -0.66937 -3.52288 3.16357
H 0.61773 -3.28908 5.26677
H 0.71513 -1.09958 6.40417
H -0.42697 0.84462 5.44757
```

Calculated values
E_LUMO in eV: 0.009
Multiplicity: 1
Electronic energy in eV: -69349.448
Relative energy (zero: lowest compared OMol25 entry of this formula, charge and spin) in kJ/mol: 254.63
Orbital gap in eV: 8.894
HOMO energy in hartree: -0.32652

These are the Löwdin partial charges, in e, on atoms 1 to 5:
1 Sr 1.656
2 O -0.147
3 C -0.782
4 O -0.177
5 C -0.132



Below is a cluster of 8 separate species, C19H14Cl28NOS in total, with properties calculated with the ωB97M-V functional and the def2-TZVPD basis.

```
64
Properties=species:S:1:pos:R:3
C 2.02461 -0.00545 -2.24621
C 1.35686 -0.45695 -0.93278
C 1.34787 -1.99536 -0.81644
C -0.09085 -2.51882 -0.58747
N -0.03934 -3.66378 0.44325
C -1.01193 -3.52374 1.13516
S -2.25872 -3.56489 2.11932
O 2.10564 0.19361 0.10235
C 1.68377 -0.23582 1.38956
C 2.83836 -0.88296 2.12593
C 4.01164 -0.14363 2.25091
C 5.12836 -0.66810 2.88426
C 5.06114 -1.96349 3.38920
C 3.90127 -2.70633 3.27206
C 2.77703 -2.17200 2.64523
H 2.52043 0.94991 -2.08661
H 2.82970 -0.70685 -2.47314
H 1.31086 0.02807 -3.06674
H 0.32509 -0.10314 -0.96364
H 1.97891 -2.33957 0.00108
H 1.68548 -2.42686 -1.76398
H -0.47967 -2.92869 -1.52029
H 0.80965 -0.88750 1.35289
H 1.40816 0.65231 1.97268
H 4.05595 0.85758 1.84044
H 6.03492 -0.08162 2.94526
H 5.93645 -2.39579 3.85902
H 3.85110 -3.72554 3.63331
H 1.86899 -2.75175 2.53242
C -0.02332 -0.34672 5.65333
Cl -1.67505 -0.84696 5.29016
Cl 1.08851 -1.04989 4.47252
Cl 0.09304 1.41779 5.58799
Cl 0.41546 -0.89062 7.28638
C -0.12878 3.61656 -2.53461
Cl -0.66467 5.17173 -1.86400
Cl 0.57560 2.62601 -1.27386
Cl -1.51900 2.76481 -3.21352
Cl 1.06162 3.91280 -3.81019
C -5.50487 4.32187 -4.08469
Cl -4.11609 4.84067 -3.13663
Cl -5.90530 5.54852 -5.29514
Cl -5.09658 2.80038 -4.88347
Cl -6.89110 4.07248 -3.01737
C 2.20191 4.32956 8.08051
Cl 1.47264 2.72781 8.10056
Cl 3.40174 4.41264 6.78743
Cl 0.94875 5.54488 7.79725
Cl 2.98932 4.65375 9.63373
C -4.24233 4.67898 -9.24648
Cl -5.78920 3.82548 -9.20408
Cl -3.22634 3.99362 -10.51996
Cl -4.52776 6.39249 -9.58171
Cl -3.43930 4.51018 -7.68965
C -5.79650 -0.72508 -2.53888
Cl -5.33131 -1.86240 -1.27915
Cl -6.19079 -1.60741 -4.02299
Cl -7.21589 0.19695 -2.01636
Cl -4.46430 0.38425 -2.85653
C 0.90245 -7.83817 -0.01007
Cl 2.33413 -8.29087 0.93959
Cl -0.46919 -8.83717 0.51091
Cl 0.53229 -6.12154 0.22738
Cl 1.22850 -8.16024 -1.72543
```

Calculated values
Charge: -1
E_LUMO in eV: 1.399
Multiplicity: 1
Electronic energy in eV: -384926.708
Orbital gap in eV: 4.013
HOMO energy in hartree: -0.09605

These are the Löwdin partial charges, in e, on atoms 1 to 5:
1 C -0.089
2 C -0.436
3 C -0.208
4 C -0.223
5 N -0.167